No. 1
84
Properties=species:S:1:pos:R:3 method="wB97M-V/def2-TZVPD" e_tot_ev=-162583.440 e_above_lowest_ev=0.0000 max_force_ev_per_a=4.71 multiplicity=6 charge=+2
N 3.037 6.869 -7.562
C 4.022 6.097 -7.072
C 3.878 5.261 -5.958
C 2.638 5.198 -5.280
C 1.605 6.014 -5.801
C 1.855 6.812 -6.920
C 2.489 4.323 -4.118
Mn 0.670 -0.576 0.938
P -2.604 -6.010 0.337
C 1.552 3.351 -3.959
C 1.384 2.464 -2.811
C 0.217 1.668 -2.718
C 0.006 0.798 -1.642
C 0.955 0.677 -0.602
C 2.122 1.475 -0.693
C 2.333 2.345 -1.765
Br 0.314 -2.166 2.894
H 3.221 4.494 -3.318
H 0.827 3.188 -4.767
H 4.723 4.657 -5.612
H 0.612 6.029 -5.340
H 4.985 6.146 -7.599
H 1.055 7.447 -7.326
H -0.536 1.739 -3.514
H 3.250 2.945 -1.793
H -0.912 0.200 -1.614
H 2.883 1.413 0.094
P -1.306 0.519 1.513
C -1.026 -5.840 -0.670
C -0.872 -6.926 -1.743
H -0.150 -5.830 0.009
H -1.072 -4.843 -1.147
H 0.190 -7.075 -2.006
H -1.266 -7.899 -1.397
H -1.418 -6.655 -2.663
C -3.610 -4.701 -0.561
C -5.129 -4.881 -0.445
H -3.305 -4.769 -1.623
H -3.308 -3.696 -0.205
H -5.652 -4.350 -1.260
H -5.409 -5.948 -0.497
H -5.513 -4.480 0.509
C -2.069 -5.057 1.872
C -1.756 -5.948 3.083
H -2.838 -4.299 2.121
H -1.158 -4.501 1.583
H -1.858 -5.381 4.026
H -2.434 -6.816 3.141
H -0.725 -6.338 3.028
C -1.607 0.429 3.346
C -1.969 1.712 4.104
H -0.663 0.014 3.741
H -2.381 -0.351 3.477
H -1.114 2.408 4.131
H -2.832 2.240 3.667
H -2.222 1.464 5.151
C -2.857 -0.086 0.685
C -3.531 0.802 -0.370
H -3.558 -0.285 1.515
H -2.606 -1.082 0.276
H -4.238 1.510 0.095
H -2.807 1.383 -0.962
H -4.109 0.173 -1.070
C -1.095 2.306 1.043
C 0.162 3.064 1.490
H -1.997 2.799 1.449
H -1.225 2.316 -0.054
H 0.484 3.797 0.730
H 0.014 3.600 2.441
H 0.993 2.351 1.632
C 4.058 1.556 3.227
P 2.845 0.148 3.254
C 3.796 -1.442 3.060
C 1.803 0.326 4.787
O 2.039 0.384 1.933
H 3.509 2.519 3.257
H 4.665 1.505 2.300
H 4.727 1.483 4.109
H 4.471 -1.572 3.931
H 3.112 -2.309 3.004
H 4.401 -1.396 2.132
H 1.269 1.298 4.765
H 1.092 -0.507 4.907
H 2.474 0.304 5.669

---

No. 2
111
Properties=species:S:1:pos:R:3 method="wB97M-V/def2-TZVPD" e_tot_ev=-209196.481 max_force_ev_per_a=5.31 multiplicity=1
C -4.875 -0.455 2.806
C -4.005 0.010 1.555
O -3.376 -1.077 0.905
C -2.054 -0.654 0.416
C -1.872 -1.272 -1.038
C -0.357 -1.118 -1.651
N -0.247 0.327 -1.995
N 0.531 -1.537 -0.548
C 1.890 -1.951 -0.909
Cl 2.197 -3.447 0.134
C 3.062 -0.967 -0.515
C 2.869 0.550 -0.886
O 1.909 1.185 -0.058
C 4.258 1.258 -0.530
F 4.177 2.625 -0.648
F 5.181 0.828 -1.489
F 4.719 0.884 0.711
C 2.083 -2.475 -2.441
I 3.698 -4.004 -2.328
N 2.604 -1.420 -3.331
C 3.550 -1.811 -4.072
O 4.091 -2.086 -5.054
N 0.770 -3.056 -2.843
C 0.841 -4.027 -4.010
N 0.750 -5.443 -3.583
C -0.674 -5.868 -3.415
C -0.355 -2.044 -2.955
C -0.399 -1.213 -4.288
C -1.902 -0.686 -4.503
C -2.045 0.882 -4.456
O -0.983 1.615 -5.097
C -0.551 2.694 -4.221
H -5.552 -1.317 2.560
H -4.200 -0.661 3.688
H -5.502 0.448 3.120
H -3.293 0.784 1.954
H -4.756 0.454 0.819
H -2.082 0.495 0.297
H -1.320 -1.022 1.179
H -2.090 -2.377 -0.959
H -2.607 -0.731 -1.704
H 0.629 0.524 -2.483
H -0.400 0.933 -1.146
H 0.092 -2.319 -0.041
H 4.061 -1.334 -0.895
H 3.149 -1.020 0.613
H 2.722 0.738 -1.980
H 1.665 0.584 0.669
H 0.487 -3.658 -2.042
H 1.749 -3.848 -4.656
H -0.034 -3.901 -4.713
H 1.177 -5.578 -2.662
H -1.063 -5.550 -2.403
H -1.358 -5.498 -4.221
H -0.699 -6.996 -3.480
H -1.299 -2.669 -2.943
H -0.184 -1.815 -5.223
H 0.344 -0.367 -4.324
H -2.246 -1.014 -5.534
H -2.610 -1.205 -3.793
H -2.229 1.175 -3.388
H -2.997 1.136 -5.023
H -1.365 3.105 -3.568
H -0.136 3.583 -4.795
H 0.272 2.348 -3.528
B -0.084 -3.936 3.149
F 0.757 -5.019 2.770
F 0.572 -3.137 4.125
F -0.364 -3.135 1.997
F -1.298 -4.439 3.680
O 0.827 3.186 -7.213
H 1.736 2.948 -6.926
H 0.149 2.600 -6.786
H 0.747 3.182 -8.190
O 2.988 -6.265 7.094
P 2.065 -5.256 6.425
O 2.548 -5.023 5.000
O 2.078 -3.930 7.212
O 0.655 -5.826 6.380
C -0.939 1.430 6.287
C -0.284 1.140 4.949
C -1.282 0.197 4.307
O -2.582 0.560 4.817
C -2.411 1.462 5.918
H -0.598 2.356 6.752
H -0.746 0.607 6.982
H -0.211 2.062 4.365
H 0.714 0.709 5.032
H -1.088 -0.842 4.592
H -1.282 0.264 3.218
H -2.713 2.462 5.584
H -3.059 1.159 6.744
O -2.942 3.161 -1.967
H -3.884 3.327 -2.102
H -2.585 4.018 -1.696
Al 2.560 -3.101 9.027
C 2.022 5.176 0.626
C 3.004 5.088 1.518
C 2.940 5.826 2.804
O 3.843 5.744 3.617
C 1.743 6.662 3.056
C 0.758 6.745 2.151
C 0.823 6.014 0.879
O -0.077 6.087 0.052
H 2.050 4.645 -0.318
H 3.886 4.480 1.350
H 1.709 7.193 3.998
H -0.122 7.350 2.316
Br -1.178 2.092 0.127
F 1.478 8.795 3.642
K -6.732 1.510 3.592

---

No. 3
99
Properties=species:S:1:pos:R:3 method="wB97M-V/def2-TZVPD" e_tot_ev=-153017.569 max_force_ev_per_a=1.43 multiplicity=1
C 1.782 6.289 -0.062
C 1.950 4.865 -0.583
C 1.382 3.818 0.382
C -0.074 3.458 0.076
N -0.296 2.509 -1.009
C -0.377 1.070 -0.874
C 1.067 0.524 -0.954
S 1.994 1.215 -2.335
O 2.976 2.126 -1.821
O 1.115 1.574 -3.417
C -1.346 0.489 -1.939
C -1.450 -1.042 -2.122
C -0.294 -1.832 -2.781
C 0.197 -2.972 -1.884
C 1.437 -3.723 -2.351
C 2.700 -2.863 -2.208
C 3.872 -3.517 -1.488
O 3.746 -3.256 -0.077
C 3.888 -1.958 0.298
C 5.297 -1.461 0.356
O 2.937 -1.309 0.594
C -2.759 1.078 -1.661
B -3.833 0.866 -2.840
O -4.453 -0.368 -2.966
C -4.186 2.013 -3.851
C -3.507 1.805 -5.231
C -3.278 0.634 -0.255
P -5.006 1.338 -0.295
O -4.897 2.458 0.902
Br -6.199 -0.267 0.642
C -2.329 1.244 0.781
C -2.595 1.125 2.293
C -3.472 -0.026 2.808
N -0.903 0.749 0.522
C -0.717 -0.693 0.955
C 0.111 -0.829 2.222
H 2.284 6.997 -0.725
H 2.231 6.407 0.925
H 0.731 6.587 -0.024
H 1.421 4.773 -1.539
H 2.994 4.655 -0.810
H 2.020 2.935 0.413
H 1.382 4.233 1.397
H -0.576 3.166 1.008
H -0.583 4.383 -0.212
H -0.776 2.869 -1.813
H 1.162 -0.558 -1.011
H 1.618 0.831 -0.063
H 2.639 0.095 -2.717
H -1.004 0.907 -2.889
H -2.317 -1.169 -2.761
H -1.738 -1.558 -1.207
H -0.666 -2.299 -3.697
H 0.518 -1.176 -3.109
H 0.383 -2.617 -0.866
H -0.629 -3.685 -1.796
H 1.525 -4.622 -1.735
H 1.325 -4.061 -3.385
H 3.026 -2.506 -3.191
H 2.438 -1.979 -1.627
H 4.832 -3.164 -1.876
H 3.864 -4.600 -1.600
H 5.280 -0.388 0.537
H 5.830 -1.658 -0.574
H 5.819 -1.963 1.171
H -2.653 2.168 -1.594
H -4.455 -0.724 -3.862
H -5.272 1.971 -3.983
H -3.963 3.006 -3.456
H -3.219 2.756 -5.677
H -4.187 1.320 -5.931
H -2.599 1.196 -5.173
H -3.328 -0.453 -0.185
H -5.260 3.301 0.599
H -2.334 2.305 0.537
H -1.634 1.087 2.812
H -3.044 2.068 2.600
H -3.062 -0.411 3.743
H -3.535 -0.873 2.127
H -4.478 0.321 3.032
H -0.326 1.264 1.189
H -1.698 -1.136 1.100
H -0.245 -1.245 0.157
H -0.508 -0.833 3.118
H 0.600 -1.802 2.201
H 0.903 -0.079 2.303
B 1.919 -3.188 5.277
O 1.130 -3.077 4.024
C -0.024 -3.702 4.158
O -0.878 -3.751 3.315
C -0.072 -4.306 5.585
O -0.982 -4.930 6.044
O 1.063 -3.981 6.180
O 3.219 -3.818 5.035
C 4.196 -2.989 5.381
O 5.370 -3.194 5.297
C 3.530 -1.683 5.898
O 4.097 -0.704 6.282
O 2.216 -1.854 5.816

---

No. 4
98
Properties=species:S:1:pos:R:3 method="wB97M-V/def2-TZVPD" e_tot_ev=-69633.002 e_above_lowest_ev=0.0000 max_force_ev_per_a=3.55 multiplicity=2
Ba -2.460 -0.483 1.801
B 0.373 0.343 0.740
F 1.723 -0.024 0.607
F 0.215 1.641 0.438
F -0.550 -0.497 0.068
F 0.161 0.152 2.122
C 1.616 0.436 -3.523
C 2.257 0.551 -4.746
C 1.479 0.470 -5.923
C 0.154 0.173 -5.878
C -0.505 0.025 -4.682
C 0.249 0.263 -3.471
N -0.604 0.169 -7.165
O -0.035 0.408 -8.248
O -1.829 0.016 -7.043
H 2.245 0.478 -2.647
H 3.317 0.726 -4.855
H 1.948 0.608 -6.886
H -1.560 -0.203 -4.634
H -0.254 0.064 -2.536
C 2.491 -3.204 -2.414
C 2.592 -2.399 -1.260
C 3.402 -2.824 -0.190
C 4.103 -4.042 -0.278
C 4.094 -4.784 -1.438
C 3.355 -4.314 -2.506
N 4.935 -4.425 0.832
O 4.833 -3.835 1.952
O 5.877 -5.169 0.656
H 1.800 -2.881 -3.178
H 2.099 -1.439 -1.217
H 3.521 -2.162 0.655
H 4.777 -5.608 -1.585
H 3.360 -4.958 -3.373
C -5.029 0.206 -0.761
O -4.030 -0.735 -0.472
C -4.269 -1.928 -1.109
C -2.945 -2.662 -1.086
O -2.487 -2.776 0.261
C -3.124 -3.918 0.898
H -6.037 -0.197 -0.655
H -4.964 0.572 -1.786
H -4.999 1.054 -0.078
H -4.556 -1.848 -2.157
H -5.088 -2.431 -0.594
H -2.243 -2.025 -1.624
H -2.996 -3.604 -1.633
H -3.014 -4.895 0.428
H -4.203 -3.761 0.872
H -2.835 -3.976 1.947
C -2.136 1.929 -1.173
O -2.424 1.841 0.256
C -2.705 3.084 0.872
C -3.159 2.929 2.302
O -2.286 2.199 3.124
C -1.059 2.863 3.486
H -1.948 0.911 -1.514
H -1.232 2.498 -1.390
H -2.898 2.447 -1.756
H -3.501 3.529 0.275
H -1.830 3.709 0.691
H -4.070 2.332 2.347
H -3.460 3.866 2.770
H -1.173 3.905 3.785
H -0.294 2.755 2.718
H -0.590 2.336 4.316
C 0.369 -3.025 1.843
O -0.639 -2.410 2.702
C -0.169 -2.193 3.986
C -1.255 -1.690 5.043
O -1.854 -0.576 4.453
C -2.543 0.267 5.370
H 1.380 -2.620 1.860
H -0.116 -2.909 0.874
H 0.346 -4.084 2.099
H 0.684 -1.515 3.954
H 0.147 -3.180 4.326
H -0.814 -1.355 5.982
H -1.917 -2.511 5.321
H -1.812 0.797 5.980
H -3.188 -0.306 6.036
H -3.179 1.025 4.914
C 3.600 5.630 1.533
O 3.538 4.358 2.071
C 2.652 3.438 1.399
C 3.104 2.963 0.009
O 3.342 3.942 -0.941
C 3.760 3.442 -2.197
H 2.606 6.060 1.408
H 4.082 5.776 0.566
H 4.064 6.272 2.282
H 1.639 3.842 1.404
H 2.504 2.530 1.984
H 2.339 2.306 -0.405
H 4.006 2.368 0.154
H 3.968 4.204 -2.948
H 3.050 2.762 -2.667
H 4.712 2.914 -2.150

---

No. 5
93
Properties=species:S:1:pos:R:3 method="wB97M-V/def2-TZVPD" e_tot_ev=-83331.037 e_above_lowest_ev=0.6931 max_force_ev_per_a=4.43 multiplicity=1
Sn -0.820 0.867 -0.481
C -3.166 3.086 3.308
C -2.814 2.114 2.173
S -1.073 2.102 1.875
C -3.860 1.345 1.706
C -5.360 1.538 2.078
S -3.418 -0.023 0.698
H -2.990 2.674 4.272
H -4.216 3.428 3.194
H -2.550 3.915 3.271
H -5.614 1.182 3.103
H -5.873 1.030 1.270
H -5.715 2.566 1.919
C -4.291 -1.507 -5.509
C -3.062 -1.409 -4.650
C -1.726 -1.377 -4.917
C -1.089 -1.213 -3.699
N -1.931 -1.112 -2.683
N -3.118 -1.243 -3.318
C 0.405 -1.180 -3.510
H -4.315 -2.350 -6.173
H -4.468 -0.511 -6.069
H -5.222 -1.577 -4.952
H -1.166 -1.428 -5.890
H -3.986 -1.026 -2.791
H 1.032 -1.685 -4.219
H 0.684 -1.453 -2.465
H 0.715 -0.109 -3.455
N -0.571 4.281 -2.622
C 0.649 3.728 -2.624
C 1.734 4.398 -3.214
C 2.988 3.825 -3.148
C 3.158 2.599 -2.480
C 2.019 1.975 -1.975
N 0.788 2.539 -1.971
H -0.730 5.220 -2.922
H -1.313 3.796 -2.122
H 1.503 5.406 -3.664
H 3.838 4.400 -3.556
H 4.160 2.186 -2.248
H 2.059 1.009 -1.499
B -4.987 1.445 -2.390
C -3.560 1.942 -1.939
N -2.536 2.284 -1.522
H -4.887 0.258 -1.989
H -5.861 1.928 -1.744
H -5.142 1.523 -3.623
C -3.223 -1.976 2.534
O -2.537 -1.031 1.709
H -2.929 -1.811 3.530
H -2.980 -2.949 2.158
H -4.318 -1.837 2.416
O 1.438 0.392 0.545
P 2.053 -0.676 1.309
N 1.943 -0.452 2.934
C 2.096 -1.413 3.985
C 2.602 -0.543 5.171
C 1.865 0.726 4.971
C 1.861 0.889 3.469
N 3.590 -0.925 0.716
C 4.401 0.336 0.545
C 5.849 -0.127 0.491
C 5.698 -1.631 0.291
C 4.492 -1.998 1.122
N 1.446 -2.249 1.096
C 0.074 -2.551 1.509
C -0.730 -2.946 0.262
C 0.388 -3.665 -0.546
C 1.700 -3.000 -0.126
H 2.747 -2.210 3.762
H 1.157 -1.910 4.258
H 3.697 -0.435 5.059
H 2.369 -1.028 6.136
H 2.257 1.618 5.511
H 0.811 0.603 5.343
H 2.755 1.494 3.184
H 0.986 1.492 3.174
H 4.167 1.060 1.330
H 4.057 0.812 -0.361
H 6.325 0.046 1.440
H 6.408 0.420 -0.261
H 6.579 -2.219 0.586
H 5.565 -1.874 -0.763
H 4.686 -1.907 2.224
H 4.091 -2.976 0.891
H -0.327 -1.703 2.056
H 0.046 -3.431 2.151
H -0.938 -1.990 -0.262
H -1.712 -3.364 0.432
H 0.234 -3.475 -1.618
H 0.385 -4.767 -0.404
H 2.165 -2.374 -0.880
H 2.411 -3.833 0.086